DFT (ωB97M-V with the def2-TZVPD basis set) results for a structure of composition C21H31CdCl5P2 at a distorted geometry.

Kohn-Sham gap = 0.2244 Eh
LUMO energy = -0.0132 Eh
Highest occupied orbital energy = -6.47 eV

Each line ends with the Löwdin charge.
Element x y z (Å)
P (-0.592, -0.078, 2.917)  0.90
P (1.082, -1.911, -1.520)  0.94
C (-0.478, -0.083, 0.938)  -0.32
C (-0.178, -1.169, -0.039)  -0.37
H (0.049, 0.915, 0.822)  -0.01
H (-1.581, 0.055, 0.844)  0.02
H (-0.370, -2.114, 0.444)  0.00
H (-0.927, -1.271, -0.864)  0.02
C (1.159, -0.373, -2.591)  -0.38
H (2.145, -0.453, -3.138)  0.05
H (0.895, 0.637, -2.048)  -0.17
H (0.306, -0.285, -3.326)  0.02
C (0.169, -3.154, -2.663)  -0.29
H (-0.285, -2.666, -3.542)  0.01
H (-0.593, -3.736, -2.103)  0.03
H (0.985, -3.812, -3.027)  0.03
C (-0.480, 1.711, 3.395)  -0.19
H (-0.121, 1.792, 4.460)  0.07
H (-1.443, 2.303, 3.331)  0.06
H (0.278, 2.290, 2.787)  0.07
C (-1.755, -1.319, 3.446)  -0.18
H (-1.679, -2.143, 2.706)  0.08
H (-2.791, -0.923, 3.522)  0.07
H (-1.363, -1.670, 4.417)  0.06
Cd (1.279, 2.288, -1.072)  0.86
C (-1.915, 0.846, -2.122)  -0.09
C (-1.175, 1.947, -2.515)  -0.24
C (-1.548, 3.342, -2.202)  -0.28
C (-2.425, 3.520, -0.963)  -0.20
C (-2.069, 2.617, 0.196)  -0.13
C (-2.852, 1.541, 0.583)  -0.16
C (-3.809, 0.844, -0.344)  -0.21
C (-3.404, 0.777, -1.799)  -0.17
C (0.992, -0.682, 3.426)  -0.26
H (-1.467, -0.144, -2.211)  0.06
H (-0.446, 1.852, -3.312)  0.08
H (-2.044, 3.900, -3.013)  0.12
H (-0.622, 3.881, -2.009)  0.02
H (-2.292, 4.569, -0.600)  0.13
H (-3.492, 3.371, -1.234)  0.11
H (-1.270, 3.052, 0.814)  0.07
H (-3.016, 1.337, 1.659)  0.09
H (-4.804, 1.285, -0.282)  0.12
H (-3.969, -0.160, 0.038)  0.10
H (-3.828, -0.173, -2.204)  0.13
H (-3.904, 1.650, -2.236)  0.10
H (1.125, -1.532, 2.754)  -0.11
H (0.913, -0.990, 4.460)  0.06
H (1.811, -0.010, 3.123)  0.09
Cl (4.731, 1.403, -0.194)  0.40
C (4.548, -0.430, -0.257)  -0.65
C (3.303, -1.046, -0.244)  -0.23
C (3.199, -2.325, 0.311)  -0.63
Cl (1.875, -2.882, 1.556)  0.59
C (4.327, -3.202, 0.253)  -0.74
Cl (4.163, -4.882, 0.593)  0.63
C (5.609, -2.659, 0.018)  -0.76
Cl (6.969, -3.659, -0.117)  0.67
C (5.743, -1.240, -0.110)  -0.69
Cl (7.333, -0.550, 0.088)  0.61



DFT (ωB97M-V with the def2-TZVPD basis set) results for a structure of composition C21H31Cl5P2Pb at a distorted geometry.

Kohn-Sham gap (spin up / spin down) = 0.1648 / 0.1662 Eh
LUMO energy (spin up / spin down) = -0.0125 / -0.0127 Eh
Highest occupied orbital energy (spin up / spin down) = -4.83 / -4.87 eV

Each line ends with the Löwdin charge.
Element x y z (Å)
P (0.049, 2.979, 2.035)  0.88
P (0.255, 2.550, -1.731)  0.91
C (0.655, 4.135, 0.720)  -0.34
C (0.097, 4.147, -0.713)  -0.37
H (1.745, 4.024, 0.677)  0.08
H (0.480, 5.146, 1.143)  0.09
H (-0.963, 4.433, -0.672)  0.07
H (0.602, 4.967, -1.272)  0.09
C (1.966, 2.789, -2.313)  -0.21
H (2.231, 1.900, -2.893)  0.05
H (2.662, 2.847, -1.465)  0.05
H (2.103, 3.677, -2.953)  0.06
C (-0.797, 3.073, -3.102)  -0.23
H (-0.351, 3.818, -3.780)  0.06
H (-1.743, 3.462, -2.717)  0.05
H (-1.014, 2.172, -3.677)  0.04
C (1.147, 3.240, 3.390)  -0.21
H (1.037, 2.413, 4.106)  0.06
H (0.934, 4.196, 3.899)  0.06
H (2.178, 3.257, 3.010)  0.06
C (-1.555, 3.683, 2.434)  -0.21
H (-2.177, 3.724, 1.532)  0.05
H (-1.453, 4.700, 2.840)  0.05
H (-2.043, 3.052, 3.183)  0.06
Pb (-2.171, -3.327, 0.573)  1.16
C (-0.007, 0.507, -1.600)  -0.37
C (1.220, -0.125, -1.267)  -0.22
C (1.891, 0.434, -0.106)  -0.24
C (1.790, -0.362, 1.237)  -0.27
C (0.894, 0.303, 2.155)  -0.27
C (-0.270, 1.110, 1.879)  -0.44
C (-1.082, 1.205, 0.569)  -0.26
C (-0.957, 0.034, -0.426)  -0.20
C (-1.909, -4.811, 2.211)  -0.38
H (-0.527, 0.391, -2.605)  0.10
H (1.613, -1.002, -1.749)  0.09
H (1.429, 1.416, 0.070)  0.06
H (2.968, 0.623, -0.264)  0.11
H (1.528, -1.427, 1.005)  0.04
H (2.805, -0.402, 1.721)  0.11
H (0.961, -0.085, 3.180)  0.06
H (-0.907, 1.148, 2.828)  0.11
H (-0.800, 2.179, 0.018)  0.02
H (-2.184, 1.355, 0.783)  0.12
H (-0.631, -0.957, 0.026)  0.04
H (-1.986, -0.184, -0.826)  0.09
H (-2.783, -5.484, 2.254)  -0.01
H (-1.848, -4.190, 3.115)  -0.03
H (-0.981, -5.374, 2.056)  -0.02
Cl (1.114, -3.899, 0.227)  0.69
C (0.206, -4.963, -0.815)  -0.71
C (-1.189, -4.930, -0.819)  -0.42
C (-1.917, -5.882, -1.530)  -0.72
Cl (-3.642, -5.973, -1.353)  0.64
C (-1.254, -6.864, -2.311)  -0.71
Cl (-2.107, -8.143, -3.058)  0.68
C (0.161, -6.854, -2.351)  -0.71
Cl (0.990, -8.052, -3.236)  0.69
C (0.908, -5.893, -1.607)  -0.70
Cl (2.629, -5.910, -1.664)  0.68



DFT (ωB97M-V with the def2-TZVPD basis set) results for a structure of composition C21H31F5P2SSr at a distorted geometry.

Kohn-Sham gap (spin up / spin down) = 0.1294 / 0.1294 Eh
LUMO energy (spin up / spin down) = -0.0340 / -0.0340 Eh
Highest occupied orbital energy (spin up / spin down) = -4.45 / -4.45 eV

Each line ends with the Löwdin charge.
Element x y z (Å)
P (-0.469, 3.418, -0.700)  0.92
P (-0.511, 0.224, -3.291)  0.92
C (-0.279, 2.990, -2.458)  -0.32
C (-1.202, 1.915, -3.097)  -0.32
H (0.791, 2.772, -2.621)  0.08
H (-0.477, 3.961, -2.954)  0.09
H (-2.183, 1.867, -2.590)  0.07
H (-1.390, 2.256, -4.131)  0.09
C (0.610, 0.464, -4.699)  -0.20
H (1.175, -0.459, -4.892)  0.07
H (1.315, 1.277, -4.474)  0.05
H (0.042, 0.730, -5.598)  0.05
C (-1.823, -0.922, -3.780)  -0.20
H (-1.896, -0.955, -4.882)  0.05
H (-2.800, -0.610, -3.374)  0.05
H (-1.597, -1.942, -3.425)  0.05
C (0.748, 4.663, -0.263)  -0.18
H (1.005, 4.604, 0.802)  0.06
H (0.340, 5.660, -0.468)  0.05
H (1.662, 4.526, -0.857)  0.06
C (-2.119, 4.140, -0.527)  -0.19
H (-2.860, 3.549, -1.081)  0.05
H (-2.110, 5.160, -0.931)  0.05
H (-2.422, 4.182, 0.526)  0.06
Sr (-1.825, -2.492, 1.377)  1.25
C (0.623, -0.233, -1.863)  -0.46
C (1.864, 0.496, -1.809)  -0.24
C (2.519, 1.200, -0.710)  -0.26
C (2.043, 0.922, 0.750)  -0.27
C (0.926, 1.755, 1.200)  -0.24
C (-0.291, 2.001, 0.429)  -0.48
C (-1.072, 0.707, -0.025)  -0.20
C (-0.269, -0.470, -0.574)  -0.26
C (-1.047, -1.638, 3.684)  -0.33
H (0.846, -1.275, -2.217)  0.11
H (2.505, 0.309, -2.690)  0.07
H (2.459, 2.297, -0.862)  0.07
H (3.604, 0.967, -0.734)  0.10
H (1.858, -0.158, 0.929)  0.08
H (2.882, 1.135, 1.433)  0.10
H (0.978, 2.200, 2.203)  0.06
H (-0.974, 2.419, 1.201)  0.10
H (-1.858, 0.974, -0.747)  0.07
H (-1.629, 0.362, 0.873)  0.09
H (0.369, -0.909, 0.217)  0.02
H (-0.986, -1.268, -0.878)  0.05
H (-1.213, -2.342, 4.508)  -0.07
H (-1.592, -0.708, 3.895)  -0.08
H (0.028, -1.415, 3.701)  -0.05
F (0.221, -6.225, 6.264)  0.11
C (0.334, -5.536, 5.116)  -0.13
C (-0.731, -5.528, 4.223)  -0.14
F (-1.866, -6.220, 4.508)  0.10
C (-0.571, -4.832, 3.041)  -0.21
F (-1.675, -4.849, 2.117)  -0.14
C (0.596, -4.108, 2.693)  -0.62
S (0.762, -3.272, 1.193)  0.53
C (1.668, -4.187, 3.615)  -0.23
F (2.847, -3.653, 3.258)  0.08
C (1.535, -4.890, 4.803)  -0.12
F (2.581, -5.003, 5.641)  0.11



DFT (ωB97M-V with the def2-TZVPD basis set) results for a structure of composition C21H31HgO3 at a distorted geometry.

Kohn-Sham gap (spin up / spin down) = 0.1938 / 0.1694 Eh
Total charge = -1
LUMO energy (spin up / spin down) = 0.0877 / 0.0693 Eh
Highest occupied orbital energy (spin up / spin down) = -2.89 / -2.72 eV

Each line ends with the Löwdin charge.
Element x y z (Å)
O (0.195, 2.011, -1.985)  -0.41
C (0.732, 2.106, -3.359)  -0.18
C (-0.672, 2.259, -3.963)  -0.08
H (1.263, 1.172, -3.626)  0.10
H (1.368, 3.006, -3.425)  0.12
C (-1.068, 2.552, -2.476)  -0.59
H (-1.082, 1.289, -4.314)  0.11
H (-0.827, 3.091, -4.672)  0.11
C (-2.319, 1.879, -1.976)  -0.02
H (-2.276, 0.788, -2.069)  0.05
H (-3.168, 2.236, -2.582)  0.10
H (-2.501, 2.160, -0.930)  0.10
C (-1.100, 4.056, -2.223)  -0.03
H (-0.427, 4.530, -2.954)  0.08
H (-0.739, 4.274, -1.204)  0.10
H (-2.127, 4.438, -2.342)  0.09
Hg (1.140, 0.491, -0.424)  0.86
C (3.211, 0.632, 3.945)  -0.11
C (3.956, -0.308, 3.180)  -0.13
C (4.223, 0.283, 1.915)  -0.14
H (4.274, -1.292, 3.525)  0.09
C (3.625, 1.580, 1.879)  -0.16
C (2.978, 1.791, 3.149)  -0.11
H (2.387, 2.653, 3.454)  0.09
H (2.905, 0.495, 4.974)  0.08
H (4.804, -0.130, 1.100)  0.09
H (3.678, 2.278, 1.041)  0.06
C (0.277, -1.214, 5.052)  -0.20
C (0.271, 0.080, 4.479)  -0.23
C (-0.344, 0.005, 3.199)  -0.21
H (0.676, 0.992, 4.922)  0.06
C (-0.773, -1.334, 2.998)  -0.23
C (-0.384, -2.090, 4.137)  -0.21
H (-0.553, -3.156, 4.272)  0.05
H (0.736, -1.488, 6.008)  0.06
H (-0.465, 0.828, 2.492)  0.04
H (-1.311, -1.686, 2.115)  0.05
O (-3.323, -2.103, -3.180)  -0.16
C (-3.527, -2.187, -1.747)  -0.18
C (-2.272, -1.623, -1.029)  -0.16
H (-3.662, -3.255, -1.473)  0.11
H (-4.460, -1.672, -1.459)  0.12
C (-1.163, -1.593, -2.117)  -0.19
H (-1.992, -2.271, -0.198)  0.09
H (-2.482, -0.637, -0.593)  0.10
C (-1.893, -2.157, -3.365)  -0.20
H (-0.320, -2.242, -1.833)  0.08
H (-0.748, -0.583, -2.303)  0.04
H (-1.587, -3.212, -3.491)  0.11
H (-1.634, -1.673, -4.322)  0.11
C (1.023, -2.897, 0.551)  -0.09
C (2.047, -1.816, 0.632)  -0.40
O (3.146, -1.857, 1.057)  0.00
H (0.230, -2.570, -0.128)  0.00
H (0.577, -3.092, 1.536)  0.07
H (1.479, -3.815, 0.149)  0.08



DFT (ωB97M-V with the def2-TZVPD basis set) results for the molecule C21H31N3O4.

Structure (SMILES) = COc1ccccc1CN1CCNC(=O)[C@H]1CC(=O)N(C)CC1CCOCC1
Kohn-Sham gap = 0.3270 Eh
LUMO energy = 0.0238 Eh
Highest occupied orbital energy = -8.25 eV

Each line ends with the Löwdin charge.
Element x y z (Å)
C (-5.928, -1.101, 0.904)  -0.08
O (-4.607, -1.417, 1.268)  -0.11
C (-3.967, -0.625, 2.181)  -0.23
C (-4.518, 0.528, 2.727)  -0.02
C (-3.812, 1.266, 3.662)  -0.08
C (-2.559, 0.854, 4.073)  -0.09
C (-2.011, -0.295, 3.529)  -0.06
C (-2.686, -1.039, 2.574)  -0.14
C (-2.044, -2.273, 1.979)  -0.11
N (-1.269, -2.073, 0.769)  -0.12
C (-2.032, -2.035, -0.463)  -0.15
C (-1.167, -1.578, -1.647)  -0.13
N (0.227, -1.875, -1.410)  0.11
C (0.825, -1.584, -0.250)  -0.45
O (2.024, -1.693, -0.067)  0.05
C (-0.151, -1.169, 0.851)  -0.19
C (-0.497, 0.352, 0.754)  -0.02
C (0.324, 1.097, -0.283)  -0.46
O (-0.150, 1.355, -1.383)  0.04
N (1.565, 1.497, 0.060)  -0.07
C (2.201, 1.146, 1.309)  -0.03
C (2.316, 2.247, -0.928)  -0.12
C (2.976, 1.368, -1.999)  -0.30
C (3.614, 2.247, -3.077)  -0.14
C (4.315, 1.367, -4.113)  -0.22
O (5.291, 0.540, -3.527)  -0.14
C (4.729, -0.321, -2.562)  -0.20
C (4.049, 0.441, -1.425)  -0.13
H (-5.987, -0.134, 0.394)  0.10
H (-6.237, -1.888, 0.217)  0.10
H (-6.595, -1.097, 1.772)  0.10
H (-5.501, 0.862, 2.432)  0.10
H (-4.254, 2.161, 4.073)  0.10
H (-2.014, 1.419, 4.814)  0.10
H (-1.038, -0.631, 3.858)  0.12
H (-1.367, -2.706, 2.723)  0.13
H (-2.818, -3.005, 1.745)  0.13
H (-2.910, -1.378, -0.398)  0.11
H (-2.396, -3.054, -0.637)  0.13
H (-1.483, -2.093, -2.556)  0.12
H (-1.278, -0.499, -1.809)  0.10
H (0.813, -2.140, -2.187)  0.15
H (0.352, -1.361, 1.804)  0.15
H (-1.540, 0.451, 0.453)  0.13
H (-0.389, 0.821, 1.731)  0.10
H (1.610, 1.492, 2.160)  0.09
H (3.175, 1.626, 1.353)  0.09
H (2.348, 0.067, 1.385)  0.08
H (3.070, 2.846, -0.413)  0.13
H (1.611, 2.919, -1.428)  0.13
H (2.188, 0.761, -2.457)  0.14
H (4.353, 2.907, -2.617)  0.12
H (2.859, 2.860, -3.571)  0.12
H (4.843, 1.977, -4.850)  0.12
H (3.565, 0.749, -4.634)  0.13
H (5.556, -0.924, -2.184)  0.13
H (3.996, -0.988, -3.043)  0.13
H (3.609, -0.281, -0.739)  0.09
H (4.799, 1.032, -0.896)  0.13



DFT (ωB97M-V with the def2-TZVPD basis set) results for the molecule C21H31N5O2 at a distorted geometry.

Structure (SMILES) = O=C(CCc1nnc(C2CCCCC2)o1)N1CCCC[C@H]1CCn1cccn1
Kohn-Sham gap = 0.3507 Eh
LUMO energy = 0.0275 Eh
Highest occupied orbital energy = -8.79 eV

Each line ends with the Löwdin charge.
Element x y z (Å)
O (0.114, 0.859, -0.290)  0.05
C (-0.882, 0.506, -0.905)  -0.43
C (-0.750, -0.256, -2.219)  -0.08
C (0.732, -0.437, -2.553)  -0.08
C (1.450, -1.026, -1.395)  -0.35
N (1.081, -2.023, -0.661)  0.09
N (2.032, -2.187, 0.287)  0.12
C (2.936, -1.288, 0.078)  -0.31
C (4.144, -1.076, 0.916)  -0.24
C (3.951, 0.150, 1.824)  -0.15
C (4.000, 1.452, 1.033)  -0.19
C (5.324, 1.566, 0.284)  -0.20
C (5.495, 0.387, -0.669)  -0.20
C (5.427, -0.936, 0.089)  -0.15
O (2.631, -0.523, -0.992)  0.13
N (-2.124, 0.735, -0.438)  0.00
C (-3.367, 0.451, -1.123)  -0.14
C (-4.141, 1.748, -1.360)  -0.16
C (-4.419, 2.421, -0.021)  -0.19
C (-3.100, 2.677, 0.702)  -0.14
C (-2.263, 1.400, 0.851)  -0.27
C (-2.812, 0.455, 1.929)  -0.11
C (-2.050, -0.874, 1.996)  -0.11
N (-2.587, -1.832, 1.064)  -0.16
C (-1.910, -2.649, 0.236)  -0.08
C (-2.849, -3.415, -0.419)  -0.07
C (-4.077, -2.986, 0.095)  -0.17
N (-3.903, -2.030, 0.989)  0.05
H (-1.216, -1.236, -2.097)  0.11
H (-1.241, 0.283, -3.031)  0.12
H (1.195, 0.526, -2.774)  0.13
H (0.837, -1.091, -3.422)  0.13
H (4.215, -1.970, 1.545)  0.15
H (2.998, 0.062, 2.349)  0.12
H (4.750, 0.148, 2.570)  0.12
H (3.170, 1.483, 0.325)  0.11
H (3.884, 2.295, 1.717)  0.11
H (5.357, 2.502, -0.276)  0.11
H (6.148, 1.575, 1.003)  0.11
H (4.710, 0.421, -1.426)  0.10
H (6.456, 0.458, -1.183)  0.11
H (6.275, -0.997, 0.775)  0.12
H (5.504, -1.773, -0.610)  0.12
H (-3.171, -0.053, -2.066)  0.12
H (-3.974, -0.216, -0.504)  0.11
H (-5.075, 1.521, -1.877)  0.11
H (-3.552, 2.416, -1.992)  0.12
H (-5.061, 1.776, 0.582)  0.11
H (-4.943, 3.366, -0.173)  0.11
H (-3.283, 3.099, 1.690)  0.12
H (-2.520, 3.403, 0.128)  0.12
H (-1.244, 1.682, 1.144)  0.14
H (-3.864, 0.226, 1.762)  0.10
H (-2.725, 0.965, 2.889)  0.12
H (-2.137, -1.286, 3.008)  0.13
H (-0.992, -0.733, 1.765)  0.13
H (-0.841, -2.625, 0.153)  0.08
H (-2.675, -4.174, -1.154)  0.09
H (-5.065, -3.324, -0.149)  0.09